{
  "formula": "C28H31IrN3O9PS3",
  "method": "wB97M-V/def2-TZVPD",
  "s2": 0.756,
  "spin_multiplicity": 2,
  "charge": -1,
  "relative_energy_ev": 0.082,
  "gap_ha": [0.2790, 0.2167],
  "symbols": ["C", "O", "H", "H", "H", "H", "C", "H", "O", "H", "O", "H", "O", "C", "C", "H", "S", "O", "C", "C", "C", "H", "O", "C", "H", "H", "H", "C", "C", "C", "C", "H", "H", "C", "H", "S", "C", "O", "N", "Ir", "C", "H", "O", "S", "C", "C", "H", "H", "C", "N", "P", "C", "H", "H", "C", "H", "C", "H", "C", "O", "C", "H", "C", "H", "H", "H", "H", "H", "H", "N", "H", "C", "C", "H", "C", "C"],
  "coordinates": [[4.317, -2.349, 0.739], [-0.571, -0.041, -3.063], [-5.270, -3.343, 0.898], [0.533, -0.953, 4.071], [2.940, 3.715, -2.701], [0.173, -3.309, -2.767], [-0.432, 5.396, -1.925], [1.047, 0.259, 6.200], [3.990, -2.300, -0.669], [-0.394, -3.286, 1.012], [1.718, -3.230, -0.470], [-1.231, -4.013, -1.940], [-2.979, -2.496, 0.265], [0.573, 0.854, 2.927], [0.675, 0.119, 4.095], [3.352, -4.215, 1.227], [2.836, -2.962, -3.220], [0.066, -0.841, 1.347], [-4.063, -0.417, -0.312], [-5.292, -2.321, 0.543], [0.271, 0.335, 1.553], [-0.286, -0.107, -5.071], [1.070, 2.082, -2.335], [0.890, 3.377, -2.222], [5.332, -1.946, 0.757], [-0.653, -2.399, -1.503], [-1.386, 5.849, -1.679], [1.996, 4.204, -2.498], [-4.083, -1.739, 0.155], [-0.349, 3.992, -1.934], [0.748, 2.214, 2.939], [2.401, -1.816, 1.596], [0.920, 0.882, -4.187], [0.550, -4.029, -0.767], [3.480, -0.443, 1.337], [0.542, 2.820, 1.298], [-6.461, -0.285, 0.025], [-1.700, -0.451, -0.724], [-1.653, 2.002, -1.429], [-0.092, 0.732, -1.402], [-1.549, 3.272, -1.597], [3.802, -1.584, 2.657], [1.772, 3.403, 0.840], [2.050, -0.296, -1.309], [-6.467, -1.603, 0.476], [0.656, 6.186, -2.194], [-7.396, -2.069, 0.783], [-1.043, -4.835, 0.437], [1.882, 5.571, -2.482], [-2.893, 1.491, -1.110], [2.577, -2.292, -1.417], [3.439, -1.492, 1.630], [1.159, 3.994, 4.079], [4.803, -3.864, 2.185], [1.134, 2.188, 5.267], [0.572, 7.265, -2.170], [-0.136, -4.245, 0.568], [-2.214, -1.944, -0.004], [4.359, -3.800, 1.190], [-0.639, 3.642, 1.256], [0.314, -0.023, -4.162], [2.756, 6.180, -2.680], [-2.803, 0.245, -0.743], [-2.462, 3.842, -1.456], [-7.380, 0.283, -0.025], [-5.235, 1.312, -0.713], [1.354, 2.697, 6.197], [0.532, -4.772, 1.253], [0.931, -4.984, -1.142], [0.276, 1.347, 0.618], [0.988, -0.884, -4.084], [1.028, 2.920, 4.093], [-0.341, -3.394, -1.812], [4.958, -4.393, 0.498], [0.960, 0.803, 5.268], [-5.267, 0.291, -0.360]],
  "forces_ev_per_a": [[0.022, -0.041, -0.048], [0.042, 0.200, -0.250], [0.003, 0.001, -0.001], [-0.001, 0.002, -0.005], [-0.006, -0.009, -0.006], [-0.038, -0.039, 0.022], [0.012, 0.026, 0.026], [0.003, 0.001, 0.000], [-0.063, 0.075, 0.056], [-0.046, 0.059, 0.008], [-0.101, 0.192, 0.343], [-0.041, 0.017, 0.004], [0.063, -0.044, 0.030], [-0.016, -0.002, 0.002], [0.008, -0.012, 0.005], [-0.015, -0.007, -0.005], [0.012, -0.095, -0.058], [0.015, -0.151, -0.087], [0.038, -0.035, -0.012], [-0.002, -0.003, -0.010], [0.054, 0.081, 0.187], [-0.008, -0.042, 0.011], [0.356, 0.065, 0.558], [-0.193, -0.112, -0.319], [0.003, -0.008, 0.005], [-0.030, 0.043, 0.024], [-0.006, -0.002, -0.009], [0.022, 0.026, -0.033], [0.033, 0.020, 0.021], [-0.024, -0.016, 0.196], [0.001, 0.000, -0.017], [-0.077, -0.020, -0.003], [-0.011, 0.016, 0.007], [0.070, -0.137, -0.131], [-0.016, -0.002, -0.015], [0.065, 0.210, -0.099], [-0.006, 0.006, -0.004], [0.168, 0.209, 0.087], [0.204, -0.096, 0.170], [-0.616, 0.108, -0.217], [-0.044, -0.023, -0.158], [0.003, 0.012, -0.013], [-0.032, -0.014, -0.105], [0.234, -0.143, 0.232], [0.002, 0.003, 0.008], [-0.002, 0.019, 0.001], [0.000, -0.001, -0.003], [-0.004, 0.010, -0.007], [-0.011, 0.001, 0.018], [0.020, -0.017, 0.152], [0.103, 0.049, -0.206], [-0.009, 0.055, -0.028], [0.003, -0.002, -0.002], [-0.004, 0.001, 0.000], [-0.002, -0.008, -0.005], [0.002, -0.003, -0.002], [0.058, -0.013, -0.023], [0.068, -0.003, -0.015], [-0.014, 0.003, -0.020], [-0.004, -0.043, -0.108], [-0.015, -0.083, -0.018], [-0.002, -0.002, -0.007], [-0.032, 0.063, -0.086], [-0.020, -0.010, -0.021], [0.001, 0.001, 0.002], [0.001, 0.003, 0.000], [-0.001, 0.001, 0.001], [-0.008, 0.002, -0.002], [0.007, 0.016, -0.063], [-0.129, -0.403, 0.016], [0.026, 0.028, -0.001], [0.010, -0.004, 0.008], [-0.081, 0.030, 0.046], [-0.002, 0.001, 0.003], [0.002, 0.008, 0.001], [-0.004, -0.019, -0.028]],
  "mulliken_charge": [0.433, -0.808, 0.438, 0.550, 0.442, 0.375, -1.078, 0.406, -0.484, 0.087, 0.094, 0.470, -0.495, -0.199, -0.245, 0.099, -0.499, -0.543, 0.269, -0.662, -0.082, 0.294, -0.753, 0.328, 0.373, 0.130, 0.345, -0.719, -0.017, 1.228, 0.321, -0.059, 0.187, 0.579, 0.286, 1.158, -0.830, -0.185, 0.229, 2.443, -0.252, 0.563, -0.695, -0.440, -0.298, -0.752, 0.366, 0.454, -0.440, -1.048, 0.513, -0.929, 0.464, 0.467, -0.546, 0.377, -1.255, 0.298, -1.290, -0.669, -0.411, 0.378, 0.797, 0.359, 0.391, 0.422, 0.380, 0.406, 0.132, 0.209, 0.086, -0.704, -1.364, 0.343, -0.740, -0.475]
}

{
  "formula": "C28H31N2O3SSiTi",
  "method": "wB97M-V/def2-TZVPD",
  "s2": 0.753,
  "spin_multiplicity": 2,
  "charge": 0,
  "relative_energy_ev": 1.255,
  "gap_ha": [0.2389, 0.2590],
  "symbols": ["C", "C", "H", "O", "H", "C", "C", "H", "C", "H", "H", "H", "Ti", "C", "C", "C", "C", "H", "H", "H", "H", "H", "S", "N", "C", "H", "C", "H", "C", "Si", "H", "C", "H", "H", "C", "H", "H", "H", "C", "C", "O", "H", "H", "C", "O", "C", "H", "C", "C", "H", "H", "C", "C", "H", "C", "H", "C", "C", "H", "N", "C", "C", "H", "H", "C", "H", "H"],
  "coordinates": [[3.378, -3.316, -0.680], [-1.447, 3.533, -0.783], [-0.924, -4.434, 3.414], [-1.913, -1.838, -1.504], [1.416, 4.220, 0.536], [1.867, -4.066, 1.535], [-3.886, -0.765, -0.674], [2.619, 3.458, -0.509], [0.628, 0.391, -4.457], [3.800, 1.445, 1.702], [-1.624, 2.075, 2.260], [-3.055, 0.806, 0.351], [-0.451, -1.382, -0.615], [-0.271, -4.123, 2.609], [1.847, 2.155, 1.068], [2.262, 3.527, 0.522], [-3.280, 4.433, 0.488], [3.456, 1.136, -0.005], [-4.579, -0.024, -1.064], [-2.524, -2.163, 2.035], [2.682, 0.151, 1.241], [2.628, 1.756, -2.095], [1.317, -2.066, -1.958], [-0.053, -2.904, 0.564], [-1.108, 2.666, 0.259], [-1.449, -0.107, -4.189], [3.957, -4.075, 0.344], [3.957, -3.028, -1.547], [-2.521, 4.405, -0.673], [0.372, 1.485, 0.082], [-3.530, 3.619, 2.458], [0.561, 1.264, -1.795], [-2.769, 5.062, -1.497], [-2.632, -3.040, 0.499], [3.219, -4.451, 1.434], [3.063, 3.956, 1.131], [-0.864, 3.521, -1.697], [3.650, -5.054, 2.223], [-0.554, 0.299, -3.736], [-0.585, 0.748, -2.422], [-3.497, -1.285, -2.980], [-2.817, -3.904, 2.030], [1.073, 1.358, 2.947], [3.014, 1.163, 0.994], [0.038, -0.046, 0.528], [-2.949, 3.595, 1.544], [-4.126, 5.103, 0.573], [1.057, -4.448, 2.619], [-2.283, -3.098, 1.527], [4.993, -4.378, 0.258], [-2.164, -0.545, 0.480], [2.054, -2.921, -0.618], [1.756, 0.946, -3.873], [2.250, 2.665, 3.137], [1.726, 1.362, -2.549], [1.489, -5.016, 3.434], [1.410, 2.311, 2.531], [-3.071, -1.311, -1.852], [-4.485, -1.610, -0.313], [-3.120, -0.199, 0.433], [-1.872, 2.728, 1.429], [1.276, -3.278, 0.513], [0.600, 3.037, 2.625], [0.666, 0.038, -5.480], [-0.811, -3.377, 1.559], [2.671, 1.030, -4.446], [-1.541, 0.806, -1.905]],
  "forces_ev_per_a": [[-0.321, 0.123, 0.176], [0.060, -0.036, 0.030], [-0.017, -0.019, -0.032], [-2.586, -0.800, -1.364], [0.059, 0.053, 0.008], [-0.053, 0.246, -0.179], [0.216, -0.182, 0.087], [0.013, 0.037, 0.027], [-0.018, 0.010, -0.012], [0.020, 0.028, -0.011], [-0.074, 0.003, 0.003], [0.092, 0.083, -0.030], [1.913, 1.596, -1.153], [0.225, -0.299, 0.374], [-0.048, -0.063, -0.176], [-0.111, -0.090, -0.046], [0.030, -0.024, -0.007], [-0.004, -0.047, 0.015], [-0.026, -0.010, -0.009], [-0.023, 0.008, -0.026], [0.060, -0.009, 0.016], [0.007, -0.026, -0.047], [0.553, -0.260, -0.121], [0.538, -2.377, 1.934], [0.224, -0.191, 0.124], [-0.006, -0.028, 0.024], [0.052, -0.107, 0.189], [0.005, -0.048, -0.018], [-0.067, 0.079, -0.008], [0.103, 0.740, -0.488], [-0.002, -0.009, -0.012], [-0.014, 0.206, 0.257], [0.008, -0.009, -0.001], [-0.045, 0.022, -0.009], [0.199, -0.039, -0.024], [0.011, -0.001, 0.005], [-0.039, -0.002, -0.023], [0.008, 0.019, -0.003], [-0.023, 0.010, -0.055], [0.119, 0.461, -0.143], [0.189, -0.043, 0.068], [-0.012, 0.023, 0.027], [0.002, 0.027, 0.035], [-0.088, -0.010, -0.056], [-0.023, 0.780, 1.215], [-0.019, -0.014, 0.071], [0.011, 0.014, -0.011], [-0.257, 0.121, -0.120], [0.087, -0.042, 0.117], [-0.004, 0.007, 0.023], [-0.513, 0.233, 0.345], [0.179, -0.008, -0.486], [0.014, -0.033, 0.021], [0.023, -0.003, -0.006], [0.048, 0.046, 0.036], [-0.016, -0.022, 0.006], [-0.096, -0.072, -0.100], [-0.754, 0.196, -0.105], [-0.027, 0.015, -0.039], [-0.155, 0.000, -0.171], [0.055, -0.069, 0.008], [0.261, -0.422, 0.353], [0.034, -0.013, 0.055], [-0.014, 0.004, 0.002], [0.035, 0.388, -0.610], [0.006, 0.001, 0.017], [-0.009, -0.153, 0.037]],
  "mulliken_charge": [-0.670, 0.051, 0.456, 0.058, 0.352, 1.172, -0.739, 0.262, -0.703, 0.503, 0.322, 0.254, 0.302, -0.857, 1.735, -1.772, -0.582, 0.275, 0.447, 0.284, 0.255, 0.117, -0.608, 0.383, 0.484, 0.429, -0.636, 0.467, -0.719, -0.045, 0.417, 1.089, 0.425, 0.084, -0.923, 0.503, 0.404, 0.368, -0.759, -0.568, -0.641, 0.555, 0.240, -1.655, -0.341, -0.552, 0.392, -0.798, -1.309, 0.388, 0.147, 0.940, -0.694, 0.525, -0.763, 0.425, -1.781, 0.746, 0.238, -0.275, -0.295, -0.863, 0.392, 0.386, 1.063, 0.407, 0.809]
}